The following is a DFT calculation (ωB97M-V/def2-TZVPD) of a molecular structure, C29H49Cl2OPTi at a distorted geometry.

Element x y z (Å)
Ti (1.236, 0.868, -0.300)
Cl (1.687, -1.262, 0.074)
Cl (-0.633, 1.479, 0.747)
P (-2.851, -1.942, 0.348)
O (2.552, 1.806, 0.881)
C (4.308, 3.094, -0.225)
C (-1.700, -4.073, -3.084)
C (-3.819, -0.102, -1.566)
C (-2.433, -5.407, -2.886)
C (0.257, 1.193, -4.616)
C (-2.374, -3.350, -0.729)
C (-0.563, 2.721, -2.920)
C (2.716, 1.843, 2.326)
C (-0.972, 3.596, -3.915)
C (-1.891, -2.104, 4.942)
C (-2.263, -2.936, -2.217)
C (-0.155, 2.073, -5.609)
C (-3.076, -1.258, 4.457)
C (-2.628, -5.763, -1.407)
C (-2.919, -2.314, 2.137)
C (0.820, 0.788, -2.195)
C (-4.189, -0.854, -0.257)
C (-3.092, -1.004, 2.942)
C (-3.219, -4.620, -0.563)
C (0.165, 1.547, -3.238)
C (3.367, 0.594, 2.897)
C (-6.319, 0.410, -1.870)
C (-1.563, -3.327, 4.071)
C (-4.886, 0.961, -1.877)
C (-0.733, 3.308, -5.266)
C (3.734, 1.705, 0.040)
C (-6.633, -0.512, -0.685)
C (-5.540, -1.557, -0.401)
C (-1.626, -3.051, 2.561)
H (4.467, 1.055, 0.530)
H (-1.870, -6.207, -3.386)
H (-3.259, -4.917, 0.497)
H (-3.265, -2.677, -2.597)
H (-3.806, -2.971, 2.289)
H (-4.034, -0.506, 2.668)
H (-0.637, -4.207, -2.845)
H (4.839, 3.066, -1.176)
H (-1.006, 4.023, -6.044)
H (3.279, 2.759, 2.534)
H (-1.751, -3.774, -4.138)
H (1.692, 1.960, 2.697)
H (3.411, 1.222, -0.909)
H (-2.826, 0.370, -1.470)
H (0.686, 0.228, -4.891)
H (1.215, -0.192, -2.522)
H (-1.619, -2.046, -2.321)
H (-0.764, -2.426, 2.276)
H (-0.032, 1.815, -6.663)
H (2.838, -0.330, 2.625)
H (-6.753, 0.107, 0.213)
H (3.544, 3.871, -0.286)
H (-1.651, -6.033, -0.989)
H (-5.488, -2.284, -1.228)
H (-2.086, -2.438, 5.967)
H (-4.276, -0.080, 0.539)
H (4.417, 0.503, 2.592)
H (-5.775, -2.120, 0.515)
H (-4.807, 1.760, -1.126)
H (-7.025, 1.250, -1.866)
H (-3.769, -0.809, -2.407)
H (-6.495, -0.142, -2.801)
H (-0.999, -1.463, 4.982)
H (-2.248, -4.148, 4.306)
H (-3.070, -0.294, 4.976)
H (-1.522, -3.998, 2.008)
H (-4.667, 1.418, -2.851)
H (5.015, 3.374, 0.553)
H (-1.482, 4.525, -3.647)
H (-0.556, -3.683, 4.316)
H (3.345, 0.675, 3.987)
H (-3.414, -5.354, -3.374)
H (-4.250, -4.412, -0.884)
H (-0.764, 2.926, -1.865)
H (-7.588, -1.021, -0.846)
H (-4.015, -1.755, 4.727)
H (-3.262, -6.649, -1.317)
H (-1.339, -3.565, -0.373)
H (-2.277, -0.313, 2.669)

Summary:
Frontier orbital gap (alpha / beta) ... 6.2910 / 6.3050 eV